[1]
# C51H43AlN6P2

C51H43AlN6P2 as an isolated structure (wB97M-V/def2-TZVPD, the OMol25 dataset).

Geometry as XYZ:
```
103
Properties=species:S:1:pos:R:3:forces:R:3:lowdin_charge:R:1
Al -0.681342 -0.520373 -0.499027 -0.0566 -0.0958 0.0853 0.17
C 0.998398 -0.209182 2.509838 -0.0014 0.0071 0.0189 -0.29
N 2.345798 -0.278308 1.989245 -0.0483 0.0446 -0.0610 -0.16
C 2.725694 -1.181078 0.930088 0.0367 -0.0689 -0.0051 -0.30
P 2.049851 -0.713793 -0.731660 0.0374 0.0302 0.0604 1.12
C 2.736982 0.896427 -1.193260 -0.0002 0.0013 -0.0042 -0.31
C 1.597375 1.771231 -1.598657 0.0124 -0.0226 0.0031 -0.23
C 1.763733 3.302593 -1.714112 -0.0091 0.0066 -0.0017 -0.16
C 3.096696 3.755725 -1.193445 0.0080 -0.0049 0.0028 -0.02
C 4.062665 2.908882 -0.826993 -0.0070 0.0101 -0.0080 -0.04
C 3.880978 1.448569 -0.785324 -0.0021 -0.0051 -0.0034 -0.04
C 2.685899 -1.968993 -1.879333 0.0105 -0.0432 0.0304 -0.36
C 3.164030 -3.208417 -1.450628 -0.0295 0.0066 -0.0231 -0.10
C 3.530799 -4.175736 -2.377424 0.0123 0.0076 -0.0266 -0.07
C 3.429488 -3.913349 -3.737162 0.0168 -0.0099 0.0127 -0.07
C 2.968268 -2.676428 -4.170564 -0.0149 0.0222 -0.0044 -0.06
C 2.595110 -1.711982 -3.247966 -0.0117 0.0275 -0.0153 -0.09
C 3.270599 0.706830 2.435222 0.0002 -0.0110 0.0099 -0.24
C 4.630583 0.402678 2.517586 0.0159 0.0138 0.0039 -0.04
C 5.544743 1.363719 2.916053 0.0053 -0.0019 -0.0011 -0.07
C 5.123931 2.638994 3.267418 0.0058 -0.0026 0.0013 -0.08
C 3.772200 2.933234 3.227112 -0.0043 -0.0003 -0.0053 -0.07
C 2.849688 1.980295 2.814105 -0.0025 -0.0167 0.0060 -0.04
P -0.323870 -1.265974 1.796985 -0.0274 0.0283 -0.0005 1.07
C 0.049459 -2.993208 2.155548 0.0102 0.0099 -0.0522 -0.38
C 1.059722 -3.352352 3.045744 -0.0044 -0.0122 0.0187 -0.08
C 1.285059 -4.691950 3.331893 0.0025 0.0211 0.0021 -0.04
C 0.502066 -5.672581 2.739500 -0.0047 0.0000 -0.0110 -0.05
C -0.512317 -5.319293 1.857440 -0.0013 -0.0103 0.0057 -0.06
C -0.735780 -3.983741 1.563820 0.0008 -0.0124 0.0332 -0.12
C -1.731914 -0.807552 2.834060 0.0285 -0.0407 0.0491 -0.35
C -2.193322 -1.653673 3.840237 -0.0046 -0.0155 -0.0297 -0.06
C -3.253960 -1.255859 4.640600 -0.0266 0.0130 -0.0009 -0.05
C -3.849542 -0.018604 4.442851 -0.0013 -0.0214 0.0075 -0.05
C -3.387854 0.828230 3.443281 0.0100 0.0087 -0.0170 -0.06
C -2.333692 0.436638 2.634452 0.0135 0.0154 -0.0020 -0.10
H 0.538353 0.778245 2.369362 0.0372 0.0208 0.0068 0.07
H 0.985295 -0.382952 3.594074 -0.0131 0.0012 -0.0014 0.12
H 2.384933 -2.198107 1.140932 0.0143 0.0002 -0.0032 0.07
H 3.809929 -1.232908 0.860863 -0.0213 -0.0008 0.0069 0.09
H 1.016548 1.354459 -2.427147 -0.0046 0.0041 -0.0060 0.15
H 1.593922 3.722646 -2.706910 0.0037 -0.0001 0.0006 0.15
H 3.284954 4.822923 -1.163364 -0.0038 0.0012 0.0002 0.12
H 5.016204 3.298136 -0.495115 -0.0001 -0.0007 0.0005 0.11
H 4.671833 0.857063 -0.339811 0.0006 0.0006 0.0033 0.11
H 3.260157 -3.438656 -0.397351 0.0106 0.0154 0.0251 0.10
H 3.915190 -5.127766 -2.035657 0.0062 -0.0035 0.0031 0.11
H 3.733436 -4.660995 -4.457914 -0.0014 -0.0032 0.0029 0.12
H 2.911423 -2.458603 -5.229158 0.0020 -0.0015 0.0030 0.12
H 2.248615 -0.744883 -3.596641 0.0038 -0.0055 -0.0007 0.11
H 4.987155 -0.594951 2.295209 0.0036 0.0129 0.0122 0.11
H 6.593429 1.103245 2.973580 0.0001 0.0013 0.0014 0.11
H 5.839237 3.383179 3.588489 -0.0008 0.0006 0.0001 0.11
H 3.421501 3.914745 3.517989 0.0001 0.0002 -0.0013 0.11
H 1.803593 2.254289 2.799286 -0.0099 -0.0023 -0.0021 0.10
H 1.670947 -2.594185 3.521422 0.0027 -0.0064 -0.0119 0.11
H 2.067234 -4.967764 4.026223 -0.0002 -0.0004 -0.0004 0.12
H 0.675779 -6.714703 2.971510 0.0013 -0.0007 0.0001 0.12
H -1.132886 -6.083614 1.408953 -0.0020 -0.0051 0.0029 0.12
H -1.542334 -3.711702 0.890386 0.0031 0.0040 0.0010 0.09
H -1.732916 -2.620118 4.002126 0.0032 0.0107 0.0040 0.11
H -3.611905 -1.912037 5.422233 0.0016 -0.0010 0.0003 0.12
H -4.674500 0.288370 5.071627 0.0014 0.0021 0.0004 0.12
H -3.849002 1.796051 3.296982 0.0028 -0.0002 0.0020 0.11
H -1.971695 1.098726 1.855132 -0.0131 0.0042 -0.0274 0.09
N -6.871503 6.958293 -3.649748 0.0005 0.0016 -0.0006 0.19
C -6.192004 6.119986 -3.258507 -0.0014 -0.0018 -0.0011 -0.16
C -5.341251 5.068550 -2.768869 0.0000 -0.0014 0.0029 -0.21
C -5.541771 4.553427 -1.491129 0.0025 0.0041 0.0003 0.00
C -4.725985 3.537009 -1.025906 -0.0058 -0.0054 0.0100 -0.01
C -3.700454 3.038416 -1.825676 0.0086 -0.0019 -0.0133 -0.20
C -3.499409 3.564230 -3.100607 -0.0046 0.0016 -0.0014 -0.01
C -4.321074 4.570617 -3.575810 0.0055 0.0009 -0.0033 0.00
C -2.824287 1.952940 -1.322294 -0.0071 0.0048 0.0181 -0.01
C -3.362723 0.720759 -1.070758 0.0110 -0.0049 -0.0330 -0.18
C -4.737024 0.323763 -1.208736 0.0031 0.0027 0.0144 0.04
C -4.825710 -0.985268 -0.843805 0.0008 -0.0036 0.0004 0.00
C -3.504151 -1.393011 -0.522914 0.0042 -0.0087 -0.0067 -0.08
N -2.628994 -0.414132 -0.645804 -0.0072 0.0312 0.0377 0.03
C -1.431940 2.250767 -1.058489 -0.0190 -0.0154 -0.0018 -0.20
C -0.848308 3.459068 -1.260010 -0.0099 -0.0015 0.0020 0.10
C 0.553989 3.460870 -0.723091 0.0160 -0.0020 0.0026 -0.12
C 0.696622 1.961422 -0.370150 -0.0149 0.0187 -0.0193 -0.27
N -0.591461 1.300063 -0.460135 0.0503 0.0343 -0.0288 -0.01
H -6.332551 4.951229 -0.870422 0.0003 -0.0008 0.0008 0.13
H -4.875535 3.139111 -0.030074 0.0008 0.0002 0.0000 0.13
H -2.707159 3.175648 -3.727674 0.0003 0.0005 -0.0009 0.13
H -4.178180 4.973551 -4.568822 -0.0003 0.0003 0.0000 0.13
H -5.534650 0.967091 -1.542233 0.0011 -0.0003 -0.0011 0.13
H -5.704069 -1.607864 -0.813937 0.0000 -0.0003 -0.0004 0.12
H -3.188229 -2.385279 -0.229247 -0.0046 -0.0031 0.0077 0.12
H -1.360279 4.324802 -1.650923 0.0015 -0.0004 -0.0012 0.13
H 0.687772 4.206256 0.064794 -0.0053 0.0030 -0.0043 0.16
H 1.228566 1.753530 0.558986 0.0025 -0.0097 0.0036 0.12
N -0.149539 -3.813073 -2.892984 -0.0068 0.0062 0.0184 0.13
C -0.838588 -3.001718 -3.762742 -0.0382 -0.0035 0.0046 -0.03
C -1.171197 -1.896487 -3.053307 0.0043 -0.0331 -0.0248 -0.07
N -0.676180 -2.028044 -1.763596 0.0068 0.0619 -0.0446 -0.01
C -0.060070 -3.198809 -1.712213 -0.0079 -0.0216 -0.0108 -0.15
H 0.260382 -4.708207 -3.112235 0.0117 0.0128 0.0009 0.18
H -1.034752 -3.282376 -4.781904 -0.0023 0.0040 -0.0011 0.14
H -1.733953 -1.031976 -3.362909 0.0107 0.0025 -0.0007 0.13
H 0.435024 -3.614877 -0.850957 -0.0037 0.0013 -0.0263 0.13
```
Positions in Å, forces in eV/Å.

Properties
total charge	+2
gap between HOMO and LUMO	6.098	eV
LUMO level	-0.2342	Eh
molar mass	828.9	g/mol
spin multiplicity	1
energy relative to the best compared isomer or geometry (same formula, charge and spin)	0.0	kcal per mole


[2]
# C10H40O10

A 10-piece molecular cluster, C10H40O10 overall (wB97M-V/def2-TZVPD, the OMol25 dataset).

Geometry as XYZ:
```
60
Properties=species:S:1:pos:R:3:forces:R:3:lowdin_charge:R:1
C -1.486899 2.244435 -1.007041 -1.1928 0.1460 -0.9097 -0.13
O -0.534429 2.279455 0.026369 0.1804 0.2880 0.0139 -0.12
H -2.316799 1.604795 -0.706671 0.2866 -0.3013 -0.0436 0.09
H -1.972059 3.190355 -1.247771 0.1640 0.5123 0.5622 0.09
H -1.089819 1.948325 -1.978001 0.2720 -0.6037 0.1334 0.06
H 0.104151 2.958265 -0.203911 0.2777 -0.0103 0.1935 0.10
C 1.776771 -2.253525 3.195109 -0.2855 0.8368 1.3768 -0.14
O 1.450181 -2.649285 4.523849 -0.7101 -1.4360 0.4239 -0.14
H 1.435151 -2.970135 2.448209 0.2589 -0.3904 0.3882 0.08
H 1.161041 -1.364455 3.058949 0.6772 0.4581 -0.7905 0.05
H 2.856371 -2.107115 3.228499 -0.0719 0.3589 -1.0462 0.09
H 1.903841 -2.123745 5.186879 0.1284 0.1897 -0.3988 0.07
C -1.919599 0.755235 -4.646491 0.2904 0.3336 -0.7230 -0.14
O -1.869179 -0.132325 -3.548101 0.0195 -0.0101 0.3290 -0.15
H -0.924959 1.020715 -5.004711 0.2173 0.0425 0.1609 0.07
H -2.440289 0.341205 -5.509951 -0.2681 -0.1548 0.1047 0.08
H -2.416159 1.680265 -4.353511 -0.0914 -0.2170 0.2053 0.09
H -1.268799 -0.858285 -3.732811 -0.0322 -0.0069 -0.1069 0.09
C -0.709649 -1.224135 -0.305171 1.1286 0.5585 0.3565 -0.10
O -0.445379 -0.360745 0.804139 -0.2972 -0.8944 0.2362 -0.16
H -0.406139 -2.227255 -0.005611 -0.1814 -0.0519 -0.0460 0.08
H -1.741469 -1.223665 -0.656521 -0.0510 0.1588 0.0958 0.08
H -0.012909 -0.872575 -1.066131 -0.2854 -0.3735 -0.6506 0.06
H -0.301709 0.536445 0.494299 -0.0937 0.5341 -0.1259 0.02
C -0.130809 1.572185 3.570449 0.3620 0.6379 0.5408 -0.10
O 0.740401 2.716585 3.742339 0.4108 -0.3949 -0.4370 -0.14
H -0.755139 1.669785 2.682309 -0.2389 0.0913 0.2485 0.07
H 0.508261 0.700055 3.432359 0.0959 0.1795 0.0425 0.06
H -0.669099 1.455795 4.511089 -0.4502 -0.2766 -0.3452 0.09
H 0.271701 3.526895 3.955229 -0.3106 -0.2474 -0.0677 0.08
C -4.934509 -0.355095 -1.415961 -0.5329 0.1164 -1.1789 -0.14
O -4.426349 0.378735 -2.562771 -0.4719 -0.3364 1.3760 -0.14
H -4.463539 -0.134875 -0.457941 0.2300 0.1960 -0.1032 0.07
H -6.000399 -0.136545 -1.350971 0.0835 0.2742 0.1204 0.07
H -4.900399 -1.425875 -1.616861 0.2992 -0.1701 0.1104 0.07
H -3.516619 0.091695 -2.670491 0.3306 -0.0719 -0.2722 0.00
C -1.998289 -2.378155 3.155979 0.9949 -0.2130 -0.6656 -0.17
O -2.112009 -1.042105 2.789169 -1.0565 1.1976 0.2219 -0.14
H -1.644869 -2.423635 4.186089 -0.2071 -0.6320 0.0604 0.08
H -2.889139 -2.962995 2.926929 -0.2640 0.1576 0.4567 0.08
H -1.236059 -2.736265 2.463989 0.3305 -1.0095 0.4195 0.06
H -1.340519 -0.844285 2.253189 -0.0372 0.5273 -0.3507 0.00
C 3.426251 -2.012895 -1.785751 -0.1426 0.3606 0.7870 -0.11
O 4.160471 -0.775165 -1.680351 -0.3217 -0.9075 0.0194 -0.13
H 3.398591 -2.409945 -2.800491 0.0669 0.0452 -0.0059 0.09
H 3.763081 -2.767355 -1.074811 0.4588 -0.0649 -0.1692 0.08
H 2.421431 -1.794975 -1.423871 -0.1402 0.1732 -0.3699 0.07
H 5.101411 -0.961995 -1.716701 0.0885 -0.0005 -0.0721 0.10
C 1.662061 1.312465 -2.891261 0.5019 -0.5986 1.0233 -0.17
O 2.987561 1.050715 -3.267131 0.0468 0.6432 -1.4232 -0.12
H 1.274771 2.232375 -3.329291 0.2058 -0.1119 -0.1436 0.09
H 1.015311 0.462475 -3.108851 -0.3834 0.0491 -0.2823 0.06
H 1.706841 1.396195 -1.805411 -0.7067 0.3667 0.3599 0.06
H 3.263741 0.208905 -2.897431 0.2767 0.0566 0.3494 0.01
C 2.810011 1.240325 1.195899 0.3166 -0.4579 0.8827 -0.14
O 2.969081 1.435845 2.612349 0.5133 -0.1089 -0.9781 -0.13
H 3.004491 2.113015 0.572459 -0.2797 0.4385 0.2074 0.08
H 3.576201 0.532335 0.879989 -0.1407 -0.2284 0.1179 0.07
H 1.821981 0.813645 1.023169 -0.0059 0.0349 -0.4053 0.05
H 2.302811 2.059875 2.909459 -0.2628 0.3179 0.1870 0.02
```
Positions in Å, forces in eV/Å.

Properties
gap between HOMO and LUMO	9.765	eV
LUMO level	0.0079	Eh
molar mass	320.4	g/mol
spin multiplicity	1
SMILES string	CO.CO.CO.CO.CO.CO.CO.CO.CO.CO
energy relative to the best compared isomer or geometry (same formula, charge and spin)	99.2	kcal per mole


[3]
# C4H2O2

One molecule with the formula C4H2O2 (wB97M-V/def2-TZVPD, the OMol25 dataset).

Geometry as XYZ:
```
8
Properties=species:S:1:pos:R:3:forces:R:3:lowdin_charge:R:1
O 0.161622 2.200112 1.343413 0.4032 -0.4858 0.1475 0.06
C 0.793712 1.173362 1.493394 -0.2890 0.4499 0.0048 -0.27
C 0.208607 -0.065190 0.906026 -0.0010 0.1423 -0.2701 0.09
O 0.340213 0.021833 -0.407041 -0.1920 -0.0944 0.2106 0.00
C -0.382020 -0.823736 -1.138827 -0.2944 -0.3278 -0.4094 -0.19
C -1.055625 -1.484716 -1.874721 0.2669 0.2939 0.3422 0.15
H 1.661371 1.093881 2.175683 -0.0494 -0.0119 -0.1063 0.12
H -1.691550 -2.065155 -2.503888 0.1557 0.0338 0.0807 0.04
```
Positions in Å, forces in eV/Å.

Properties
gap between HOMO and LUMO	8.940	eV
LUMO level	-0.0276	Eh
molar mass	82.1	g/mol
spin multiplicity	1
energy relative to the best compared isomer or geometry (same formula, charge and spin)	85.0	kcal per mole


> Number 2 is which compound?

C10H40O10


> spin multiplicity of number 3 (C4H2O2)?

1


> Which of these has the highest gap between HOMO and LUMO?

C10H40O10